ORCA calculation (ωB97M-V with the def2-TZVPD basis set) on the molecule C9H19N2O7P.

Last columns: bonded neighbours and bond lengths (Å).
Cartesian coordinates (Å):
1 C -2.75651 -1.07667 0.57825  C13 1.547, H14 1.093, H30 1.090, C35 1.516
2 H -2.87437 0.14207 -1.13387  C35 1.089
3 H -3.16825 -0.98383 2.73000  C13 1.088
4 C 1.79389 -0.93137 0.47110  O9 1.169, O11 1.326, N27 1.405
5 H 0.26835 -1.90886 2.51601  C25 1.088
6 C 1.14300 -0.08138 -1.72253  H15 1.089, P17 1.835, N27 1.490, H29 1.088
7 H 1.64508 3.31890 -2.66941  O36 0.971
8 O 4.73309 0.97840 -2.88707  N18 1.165
9 O 2.56643 -1.35302 1.24008  C4 1.169
10 C -1.12974 -0.27893 2.48808  C13 1.540, H16 1.094, H20 1.087, C25 1.528
11 O 0.50104 -0.81949 0.74220  C4 1.326, C25 1.440
12 O 0.76519 2.25519 -0.14731  P17 1.599, H33 0.974
13 C -2.32580 -1.15089 2.06275  C1 1.547, H3 1.088, C10 1.540, H23 1.093
14 H -3.84233 -1.20087 0.56242  C1 1.093
15 H 1.53797 -0.20702 -2.72984  C6 1.089
16 H -1.14548 -0.26037 3.58140  C10 1.094
17 P 0.75838 1.71194 -1.65115  C6 1.835, O12 1.599, O34 1.444, O36 1.605
18 N 4.38042 0.37500 -1.95442  O8 1.165, O31 1.407
19 H 3.56761 -2.15067 -0.73864  C37 1.085
20 H -1.18200 0.75931 2.17084  C10 1.087
21 H 2.37622 -2.16020 -2.02805  C37 1.090
22 C -3.17620 1.46422 0.51018  H24 1.092, H28 1.084, C35 1.547, H38 1.089
23 H -2.01219 -2.18230 2.24555  C13 1.093
24 H -2.40556 2.08637 0.96915  C22 1.092
25 C 0.23373 -0.88285 2.15601  H5 1.088, C10 1.528, O11 1.440, H26 1.086
26 H 0.96538 -0.31525 2.72391  C25 1.086
27 N 2.23058 -0.48897 -0.78848  C4 1.405, C6 1.490, C37 1.462
28 H -3.62240 2.08718 -0.25657  C22 1.084
29 H 0.23747 -0.68165 -1.66853  C6 1.088
30 H -2.35982 -1.93290 0.03357  C1 1.090
31 O 4.03370 -0.94142 -2.30860  N18 1.407, C37 1.442
32 H -1.43176 0.46582 -0.24134  C35 1.078
33 H 1.63712 2.09735 0.25587  O12 0.974
34 O -0.51669 1.91963 -2.29668  P17 1.444
35 C -2.47860 0.23782 -0.12363  C1 1.516, H2 1.089, C22 1.547, H32 1.078
36 O 1.90401 2.39177 -2.54576  H7 0.971, P17 1.605
37 C 3.03545 -1.51908 -1.44305  H19 1.085, H21 1.090, N27 1.462, O31 1.442
38 H -3.88640 1.21706 1.29758  C22 1.089

Results
Structure (SMILES): CCCCCCOC(=O)N(CON=O)CP(=O)(O)O
Calculated total energy in eV: -36242.0400
Net charge: 0
Multiplicity: 1
Gap between HOMO and LUMO in eV: 10.3
E_LUMO in Eh: 0.004

Atomic partial charges in e from the natural (NBO) method, atoms 1 to 5: -0.397 0.211 0.207 0.891 0.189